(1)
{"formula": "C23H48N2O3SeSi4Sn", "method": "ωB97M-V/def2-TZVPD", "orbital_gap_ev": 8.09, "e_homo_ev": -13.75, "e_above_lowest_ev": 0.0000, "multiplicity": 1, "charge": 2, "species": ["Sn", "C", "N", "C", "C", "O", "C", "O", "C", "C", "O", "N", "C", "C", "H", "H", "H", "H", "H", "H", "H", "H", "H", "H", "H", "H", "H", "H", "H", "H", "Se", "C", "C", "C", "C", "C", "C", "H", "H", "H", "H", "H", "C", "Si", "C", "C", "Si", "Si", "C", "C", "C", "Si", "C", "C", "C", "H", "H", "H", "H", "H", "H", "H", "H", "H", "H", "H", "H", "H", "H", "H", "H", "H", "H", "H", "H", "H", "H", "H", "H", "H", "H", "H"], "coordinates": [[4.264, 7.659, 17.564], [5.494, 12.428, 20.165], [5.296, 11.659, 18.875], [5.388, 12.334, 17.623], [5.077, 10.404, 18.856], [4.940, 9.726, 17.816], [4.867, 9.695, 20.206], [4.512, 8.382, 19.927], [4.891, 7.451, 20.984], [4.756, 6.152, 20.405], [4.330, 6.087, 19.242], [4.934, 5.085, 21.169], [4.604, 3.796, 20.497], [5.728, 5.098, 22.361], [5.840, 13.395, 19.890], [6.233, 11.940, 20.744], [4.526, 12.441, 20.716], [4.595, 13.115, 17.485], [5.282, 11.633, 16.818], [6.384, 12.818, 17.595], [4.097, 10.350, 20.664], [5.747, 9.721, 20.773], [4.199, 7.587, 21.814], [5.947, 7.554, 21.232], [3.508, 3.951, 20.333], [4.896, 2.990, 21.147], [5.173, 3.718, 19.557], [6.732, 5.505, 22.145], [5.869, 4.062, 22.644], [5.350, 5.605, 23.260], [6.468, 6.705, 17.092], [7.191, 8.235, 16.103], [8.342, 8.840, 16.569], [8.945, 9.775, 15.739], [8.306, 10.204, 14.591], [7.110, 9.673, 14.240], [6.539, 8.626, 14.926], [8.941, 8.539, 17.427], [9.907, 10.254, 15.945], [8.621, 11.018, 14.014], [6.626, 9.922, 13.278], [5.752, 8.080, 14.516], [1.315, 8.054, 20.625], [0.673, 8.748, 18.952], [-1.168, 8.493, 18.730], [1.242, 10.593, 19.091], [1.644, 7.826, 16.955], [1.212, 5.591, 16.442], [0.567, 4.858, 18.062], [-0.050, 5.505, 15.047], [2.817, 4.689, 15.992], [1.761, 9.434, 15.185], [2.670, 8.863, 13.702], [2.754, 10.855, 15.799], [0.030, 9.743, 14.746], [1.077, 6.997, 20.729], [0.765, 8.553, 21.498], [2.346, 8.290, 20.787], [-1.739, 8.841, 19.585], [-1.483, 7.470, 18.536], [-1.511, 9.059, 17.840], [1.036, 10.914, 20.123], [0.726, 11.429, 18.605], [2.296, 10.690, 18.800], [-0.361, 5.244, 18.491], [1.374, 4.911, 18.783], [0.402, 3.811, 17.809], [-0.999, 6.032, 15.328], [-0.362, 4.449, 15.022], [0.280, 5.655, 14.034], [3.544, 4.556, 16.799], [3.182, 5.184, 15.098], [2.472, 3.734, 15.692], [3.710, 8.946, 14.025], [2.465, 9.595, 12.865], [2.618, 7.850, 13.347], [3.656, 10.584, 16.306], [2.137, 11.494, 16.534], [3.022, 11.573, 15.025], [-0.592, 8.815, 14.612], [-0.004, 10.068, 13.613], [-0.573, 10.455, 15.303]], "forces_ev_per_a": [[-0.7, 0.1, 0.9], [-1.8, -1.1, -1.2], [0.2, 1.8, 1.2], [0.4, 2.2, -0.8], [-0.4, -2.4, 1.6], [0.0, -0.5, -0.8], [-0.9, 1.6, -1.5], [0.2, -0.5, 1.0], [0.2, 2.4, -0.3], [-1.2, -2.0, 0.0], [-0.4, -0.8, -1.2], [0.0, -0.1, -1.4], [-0.6, 1.4, -0.2], [1.3, 0.0, 0.9], [0.0, 0.8, -0.1], [0.8, -0.4, 0.6], [0.7, 0.4, -0.4], [0.7, -0.6, 0.4], [0.2, -0.2, -0.2], [-0.6, -0.1, -0.3], [0.0, -1.0, 0.4], [1.4, 0.2, 1.0], [0.3, 0.0, 0.3], [0.0, 0.6, 0.4], [0.9, -1.2, -0.2], [-0.4, -0.3, 0.2], [-0.5, 0.0, 0.3], [-0.3, -0.1, 0.2], [0.1, 0.0, 0.2], [-0.4, 0.1, -0.6], [0.7, 0.2, -0.3], [-1.1, -0.8, 0.3], [1.2, 0.0, -0.5], [0.4, 1.0, -0.2], [-0.2, 0.2, 0.9], [-1.8, -0.8, -2.0], [2.1, 0.4, 1.6], [-0.7, -0.2, 0.1], [-0.3, -0.4, 0.4], [1.1, 0.9, -0.7], [0.4, 0.3, 0.6], [-1.3, -0.8, -0.4], [-1.9, 0.6, 0.5], [0.5, 0.7, 0.6], [-0.2, 0.4, -0.8], [-0.7, 0.1, 0.1], [0.7, 0.6, 0.2], [-0.1, -0.2, 0.4], [-0.1, -0.1, -0.8], [-0.9, -0.8, 1.1], [-0.8, 1.1, 0.4], [0.2, -0.6, 0.4], [0.7, 0.4, -0.7], [-1.5, 2.2, 1.2], [-2.0, -0.1, -3.0], [0.4, -0.2, 0.0], [0.5, -0.5, -1.3], [0.6, -0.2, -0.1], [0.0, 0.2, 0.2], [0.2, -0.2, 0.1], [0.2, -0.1, 0.4], [0.7, -0.4, 0.2], [-0.2, -0.6, -0.7], [-0.1, 0.0, 0.4], [0.2, 0.1, -0.1], [0.1, 0.0, 0.3], [-0.1, -0.2, 0.3], [0.9, -0.1, -0.5], [0.0, 0.0, 0.2], [0.2, 0.7, -0.3], [0.0, 0.3, -0.3], [0.6, 0.0, 0.0], [-0.2, -1.3, -0.4], [0.3, 0.3, -0.3], [0.4, -0.8, 0.8], [-0.6, -0.4, -0.3], [0.4, -0.3, 0.2], [0.8, -1.0, -0.9], [0.0, -0.1, -0.4], [0.6, 0.5, 0.6], [0.3, -0.1, 2.1], [0.1, 0.1, 0.1]]}

=====

(2)
{"formula": "C23H48NOP3RuSe", "method": "ωB97M-V/def2-TZVPD", "s_squared": 8.774, "orbital_gap_ev": [6.06, 3.77], "e_homo_ev": [-15.35, -16.64], "e_above_lowest_ev": 2.4904, "multiplicity": 6, "charge": 3, "species": ["Ru", "P", "P", "P", "H", "C", "C", "H", "C", "C", "C", "C", "C", "C", "C", "C", "C", "H", "H", "H", "H", "H", "H", "H", "H", "H", "H", "H", "H", "H", "H", "H", "H", "H", "H", "H", "H", "H", "H", "H", "H", "H", "H", "H", "H", "H", "C", "C", "C", "C", "C", "C", "Se", "H", "H", "H", "H", "H", "H", "O", "C", "C", "C", "C", "C", "C", "N", "H", "H", "H", "H", "H", "H", "H", "H", "H", "H", "H"], "coordinates": [[-0.266, 0.779, -0.990], [1.833, 0.772, -1.305], [0.192, 0.477, 1.231], [-0.284, 2.843, -0.453], [-2.300, -0.624, -4.819], [-1.672, 0.276, -5.000], [-0.454, 0.482, -4.456], [0.185, -0.321, -4.043], [2.299, -0.949, -1.614], [3.219, 1.309, -0.252], [2.313, 1.572, -2.885], [-1.336, -0.063, 2.030], [1.336, -0.908, 1.576], [0.841, 1.668, 2.527], [-0.754, 3.728, -1.978], [0.870, 4.027, 0.324], [-1.707, 3.216, 0.591], [-2.148, 0.952, -5.746], [0.082, 1.406, -4.696], [1.399, -1.562, -1.683], [2.911, -1.380, -0.816], [2.855, -1.022, -2.552], [3.430, 0.639, 0.576], [3.112, 2.313, 0.148], [4.101, 1.306, -0.898], [1.446, 1.597, -3.552], [3.102, 0.965, -3.347], [2.702, 2.590, -2.767], [-1.082, -0.333, 3.062], [-1.694, -0.949, 1.495], [-2.123, 0.704, 2.023], [1.204, -1.172, 2.632], [2.383, -0.632, 1.400], [1.053, -1.778, 0.961], [0.870, 1.045, 3.444], [0.164, 2.525, 2.701], [1.863, 2.022, 2.288], [-0.839, 4.792, -1.709], [-1.713, 3.346, -2.367], [-0.033, 3.602, -2.798], [0.329, 4.982, 0.224], [1.845, 4.114, -0.185], [1.062, 3.888, 1.399], [-1.954, 4.272, 0.403], [-1.507, 3.079, 1.662], [-2.578, 2.603, 0.323], [-3.927, 0.029, -1.136], [-3.395, 0.772, -2.208], [-3.980, 1.993, -2.599], [-5.083, 2.464, -1.877], [-5.359, 1.890, -0.634], [-4.756, 0.693, -0.226], [-3.746, -1.952, -1.017], [-4.252, -1.942, -2.390], [-2.716, 0.311, -2.938], [-3.605, 2.459, -3.530], [-5.682, 3.307, -2.245], [-6.074, 2.342, 0.038], [-5.015, 0.183, 0.703], [-0.107, -3.050, -0.148], [-0.001, -4.234, -0.513], [1.127, -5.126, -0.088], [0.847, -6.119, 1.025], [0.130, -7.404, 0.524], [-1.223, -7.139, -0.076], [-1.158, -6.304, -1.373], [-0.962, -4.850, -1.250], [1.469, -5.671, -0.979], [1.945, -4.502, 0.232], [1.813, -6.466, 1.409], [0.227, -5.704, 1.829], [0.776, -7.952, -0.183], [-0.024, -8.062, 1.384], [-1.695, -8.079, -0.363], [-1.896, -6.650, 0.645], [-0.324, -6.660, -2.004], [-2.090, -6.446, -1.950], [-1.733, -4.241, -1.539]], "forces_ev_per_a": [[-4.1, -2.8, -2.4], [5.9, -1.0, -1.6], [1.2, -0.6, 4.1], [-1.2, 4.9, 1.4], [0.9, 0.4, -0.2], [-0.1, -0.2, -0.2], [-0.4, -0.2, -1.1], [-0.8, 0.3, 0.3], [0.2, -0.8, -0.2], [0.1, 0.4, 0.3], [-0.2, 0.3, -0.5], [-0.5, -0.3, 0.0], [-0.2, -0.4, -0.2], [-0.1, 0.0, -0.3], [-0.1, 0.1, -0.7], [0.7, 0.3, -0.1], [-0.8, 0.5, 0.2], [0.5, -0.1, 1.0], [-0.4, -0.4, -0.1], [0.1, -0.2, -0.1], [-0.1, 0.2, -0.1], [0.0, -0.1, 0.1], [-0.1, 0.0, -0.1], [-0.1, 0.1, 0.0], [-0.1, 0.0, 0.0], [0.5, 0.1, 0.1], [-0.2, 0.1, 0.1], [-0.2, -0.1, 0.2], [-0.2, 0.0, -0.1], [0.0, 0.0, 0.2], [0.3, -0.1, 0.0], [0.1, 0.1, -0.1], [-0.5, -0.1, 0.2], [0.2, 0.2, 0.2], [0.1, 0.4, -0.4], [0.5, -0.5, 0.0], [-0.6, -0.3, 0.2], [-0.1, -0.2, -0.3], [0.3, 0.2, 0.4], [0.0, 0.1, 0.4], [0.3, -0.2, 0.0], [-0.5, 0.0, 0.1], [-0.2, -0.2, -0.6], [-0.1, -0.2, 0.3], [0.0, 0.1, -0.4], [0.2, 0.2, 0.0], [0.8, -0.3, 0.0], [-0.5, -0.3, -1.4], [0.5, -1.0, -0.1], [0.2, 0.5, 0.2], [0.1, -0.5, 0.4], [-0.5, -0.3, 0.2], [-0.4, 2.2, 0.2], [0.3, -0.4, -0.4], [-0.2, 0.2, 0.6], [-0.4, -0.2, 0.7], [0.4, -0.3, 0.3], [-0.2, 0.0, -0.1], [-0.2, 0.4, -0.1], [-0.1, 0.2, -0.7], [-1.1, -0.9, 0.4], [0.6, 0.2, -0.5], [-0.6, -1.5, -0.2], [0.4, 0.2, 0.7], [-0.4, 0.7, -0.8], [0.2, -0.4, -0.7], [-0.4, 1.0, 0.5], [0.0, 0.0, 0.2], [0.3, 0.5, 0.0], [-0.2, 0.4, 0.2], [0.4, 0.2, 0.0], [-0.2, 0.2, 0.1], [0.2, 0.0, -0.1], [0.0, -0.1, 0.1], [0.2, -0.1, -0.1], [-0.4, -0.2, 0.2], [0.5, 0.2, 0.2], [0.5, -0.5, 0.3]]}

=====

| no. | calculated total energy (Ha) |
| --- | --- |
| 1 | -5013.6765 |
| 2 | -4554.3454 |